#i
A molecular structure, C6H12N2O, computed with ωB97M-V with the def2-TZVPD basis set.

CARTESIAN COORDINATES (ANGSTROEM)
O (1.6456, -0.2137, 0.1886)
C (-0.2944, 0.2584, -1.5265)
C (0.6096, -2.1327, -0.7311)
H (1.1456, 3.0170, -0.1438)
C (0.4688, -0.7273, -0.1641)
C (-0.5302, 0.7653, 1.6277)
N (0.9836, 2.2133, 0.4476)
H (-1.6608, -2.1269, 0.5212)
H (1.3099, -2.1037, -1.5638)
H (1.0201, -2.7833, 0.0414)
N (-1.6273, -1.2908, 1.1042)
C (-0.2422, 1.9253, 0.7300)
H (-0.7371, -0.5331, -2.1267)
H (-1.0744, 1.0031, -1.3805)
H (1.6095, 1.0505, 0.3377)
H (-0.3352, -2.5449, -1.0807)
H (-1.0761, 2.5294, 0.3804)
C (-0.6394, -0.5429, 0.8629)
H (-1.4586, 0.9213, 2.1740)
H (0.5814, 0.6678, -2.0277)
H (0.3016, 0.6481, 2.3296)

The value obtained for the LUMO energy is 0.3 eV. For the HOMO-LUMO gap, the calculation gives 8.73 eV. As for the molar mass: 128.2 g mol⁻¹. Its multiplicity is 1. As for the charge: 0.



#ii
2 unconnected molecules or ions with the total composition C6H12N2O, computed with ωB97M-V with the def2-TZVPD basis set.

CARTESIAN COORDINATES (ANGSTROEM)
C (2.6423, -1.5341, -1.3294)
H (3.6296, -1.9611, -1.3524)
H (-2.8626, -0.1775, 0.1317)
H (-3.7077, 1.4041, 1.7562)
C (1.7035, -2.0840, 1.0466)
C (1.8233, -1.2651, -0.2216)
C (-1.6609, 2.0441, 1.0933)
H (1.1375, -1.5841, 1.8291)
H (-1.5001, 3.1024, 1.3374)
H (-3.7001, 2.5502, 0.4064)
H (-1.3981, 1.3569, 1.9320)
N (0.9067, -0.3159, -0.5462)
O (-3.1830, 0.7077, -0.0558)
N (2.1110, -0.7517, -2.3415)
C (-3.1635, 1.7709, 0.8996)
H (-0.9786, 1.7708, 0.3058)
H (2.6874, -2.2965, 1.3786)
H (2.8312, -0.5673, -3.0316)
H (0.4281, 0.7165, -2.2867)
C (1.1491, 0.0893, -1.7788)
H (1.1050, -2.9757, 0.8273)

The value obtained for the LUMO energy is 0.9 eV. The SMILES is Cc1c[nH]cn1.CCO. For the HOMO-LUMO gap, the calculation gives 9.43 eV. As for the molar mass: 128.2 g mol⁻¹. Its multiplicity is 1. As for the charge: 0.



Relative to the most stable one, in hartree, the structures come out at #i 0.0336; #ii 0.0000.



#i
C6H12N2O in the gas phase, computed with ωB97M-V with the def2-TZVPD basis set.

CARTESIAN COORDINATES (ANGSTROEM)
H (0.0234, -2.3231, -0.4416)
C (1.3242, 0.9369, 1.1848)
C (-0.6054, -0.0587, -1.6135)
H (-0.8946, -0.9714, -2.1441)
C (0.8299, -0.0072, -1.1784)
H (2.9381, -0.7669, 0.9938)
C (-2.0255, 1.1958, 0.1625)
C (-1.1691, 0.0417, -0.2372)
H (1.3019, 0.5094, 2.1896)
H (-3.0361, 1.0563, -0.2354)
N (-0.7244, -2.1973, 0.2403)
H (-0.5228, -2.7496, 1.0638)
H (1.5742, -0.0172, -1.9706)
N (-0.8341, -0.8611, 0.6683)
H (-2.1048, 1.2669, 1.2463)
H (-0.8503, 0.8150, -2.2219)
H (-1.6544, 2.1396, -0.2386)
C (1.3043, -0.1453, 0.1364)
H (0.4989, 1.6285, 1.0677)
O (2.3765, -1.0070, 0.2439)
H (2.2500, 1.5145, 1.0840)

The value obtained for the LUMO energy is 0.7 eV. The SMILES is C/C(C/C=C(\C)O)=N/N. For the HOMO-LUMO gap, the calculation gives 8.26 eV. As for the molar mass: 128.2 g mol⁻¹. Its multiplicity is 1. As for the charge: 0.



#ii
2 unconnected molecules or ions with the total composition C6H12N2O, computed with ωB97M-V with the def2-TZVPD basis set.

CARTESIAN COORDINATES (ANGSTROEM)
C (0.3144, -0.5734, -1.6103)
C (1.6271, -0.7406, -0.9327)
N (2.4693, 0.2407, -0.8539)
H (2.0528, 1.0970, -1.2352)
H (3.0269, -1.8831, -0.1755)
H (1.2632, 1.0001, 1.8165)
C (0.2227, 0.7000, 1.8976)
H (-0.6139, -2.2658, -0.7254)
H (-0.0084, -0.1210, 2.5660)
H (-2.3037, -0.0846, 1.6198)
N (2.0345, -1.9169, -0.3842)
H (-2.7411, 1.6304, 1.7711)
C (-2.1612, 0.9107, 1.1860)
O (-0.3541, 2.3226, 0.3073)
H (1.7630, -2.7493, -0.8893)
H (-1.1545, 2.6493, -0.1372)
H (-2.5657, 0.8851, 0.1687)
C (-0.7187, 1.3062, 1.1675)
H (-1.6523, -1.2725, -1.8972)
H (0.1954, 0.2932, -2.2498)
C (-0.6958, -1.4281, -1.4098)

The value obtained for the LUMO energy is 0.7 eV. The SMILES is [H]/N=C(/N)C=C.C=C(C)O. For the HOMO-LUMO gap, the calculation gives 9.34 eV. As for the molar mass: 128.2 g mol⁻¹. Its multiplicity is 1. As for the charge: 0.



Relative to the most stable one, in hartree, the structures come out at #i 0.1020; #ii 0.0000.



#i
2 unconnected molecules or ions with the total composition C2H7NS2, computed with ωB97M-V with the def2-TZVPD basis set.

CARTESIAN COORDINATES (ANGSTROEM)
S (0.7931, 1.7225, -1.2453)
H (2.5470, -0.1078, -0.9153)
C (-1.8783, -0.9125, 0.6364)
H (-1.8245, -1.3943, -0.3297)
H (-1.9054, -0.0715, 3.1175)
C (-1.3309, -1.4350, 1.7217)
N (-1.1876, -0.7655, 2.9711)
S (1.3056, -0.2984, -1.3493)
H (-1.0197, -2.4739, 1.7205)
H (-0.2720, -0.3500, 3.0675)
H (-0.4465, 1.5535, -1.7085)
H (-2.3559, 0.0640, 0.6492)

The value obtained for the LUMO energy is 0.2 eV. The SMILES is C=CN.SS. For the HOMO-LUMO gap, the calculation gives 8.76 eV. As for the molar mass: 109.2 g mol⁻¹. Its multiplicity is 1. As for the charge: 0.



#ii
C2H7NS2 in the gas phase, computed with ωB97M-V with the def2-TZVPD basis set.

CARTESIAN COORDINATES (ANGSTROEM)
S (1.5703, -1.4447, -0.0818)
H (0.1371, 1.7015, -0.1466)
H (-0.8117, 0.5975, 1.6359)
H (-1.5734, 0.3208, -0.9316)
H (-0.3477, -1.2684, 1.8277)
C (-0.5091, -0.3729, 1.0836)
N (0.7052, -0.0739, 0.4577)
C (0.6625, 0.8977, -0.5905)
H (0.1640, 0.6675, -1.6059)
H (1.7270, 1.2551, -0.5889)
H (0.6069, -2.1190, -0.7182)
S (-1.9509, -0.7313, -0.1270)

The value obtained for the LUMO energy is 0.7 eV. The SMILES is CN(S)CS. For the HOMO-LUMO gap, the calculation gives 9.80 eV. As for the molar mass: 109.2 g mol⁻¹. Its multiplicity is 1. As for the charge: 0.



#iii
2 unconnected molecules or ions with the total composition C2H7NS2, computed with ωB97M-V with the def2-TZVPD basis set.

CARTESIAN COORDINATES (ANGSTROEM)
H (1.0847, 3.8865, 0.8624)
C (1.9898, 0.2134, 0.7720)
H (2.8453, 0.6838, 0.3036)
C (-2.2882, -1.9850, -1.1905)
H (2.2240, -0.5831, 1.4723)
N (-1.7324, -0.8748, -0.9559)
S (0.8744, 2.8854, 0.0203)
H (1.3611, -0.2959, 0.0466)
S (0.8777, 1.4538, 1.5156)
H (-1.8688, -2.5988, -1.9857)
H (-3.2575, -2.2811, -0.7822)
H (-2.1101, -0.5042, -0.0785)

The value obtained for the LUMO energy is 0.7 eV. The SMILES is C=N.CSS. For the HOMO-LUMO gap, the calculation gives 9.02 eV. As for the molar mass: 109.2 g mol⁻¹. Its multiplicity is 1. As for the charge: 0.



#iv
2 unconnected molecules or ions with the total composition C2H7NS2, computed with ωB97M-V with the def2-TZVPD basis set.

CARTESIAN COORDINATES (ANGSTROEM)
H (0.1882, 2.0021, -1.4165)
C (1.0520, 1.6290, -0.8820)
S (1.1449, -0.0557, -0.0288)
H (2.0457, 1.7064, -1.4322)
H (-3.9512, -2.6284, -1.9075)
N (-2.3707, -1.1291, -1.9072)
S (0.9231, 0.5644, 1.9815)
H (2.0275, 1.3132, 1.9632)
H (-2.1267, -0.3146, -1.3483)
H (-3.1248, -2.2255, -0.2872)
H (1.1662, 2.2910, -0.0036)
C (-3.1718, -2.0255, -1.3616)

The value obtained for the LUMO energy is 0.4 eV. The SMILES is C=N.CSS. For the HOMO-LUMO gap, the calculation gives 9.36 eV. As for the molar mass: 109.2 g mol⁻¹. Its multiplicity is 1. As for the charge: 0.



Relative to the most stable one, in hartree, the structures come out at #i 0.0027; #ii 0.0115; #iii 0.0000; #iv 0.0292.



#i
A gas-phase ion, CH3N2O (charge +1), computed with ωB97M-V with the def2-TZVPD basis set.

CARTESIAN COORDINATES (ANGSTROEM)
N (-2.0861, -0.0299, -0.2035)
H (2.3397, -0.6920, 0.0010)
N (1.4453, -0.0952, -0.0358)
H (-2.7451, 0.3062, 0.4385)
O (-0.9202, 0.1016, 0.2273)
C (0.1595, -0.3149, 0.0776)
H (1.8068, 0.7242, -0.5052)

The value obtained for the LUMO energy (spin up / spin down) is -6.3 / -6.3 eV. For the HOMO-LUMO gap (spin up / spin down), the calculation gives 9.74 / 9.12 eV. As for the molar mass: 59.0 g mol⁻¹. Its multiplicity is 1. As for the charge: +1.



#ii
2 unconnected molecules or ions with the total composition CH3N2O, computed with ωB97M-V with the def2-TZVPD basis set.

CARTESIAN COORDINATES (ANGSTROEM)
H (1.3065, -0.4620, 0.0977)
C (-1.0638, 0.1078, -0.0210)
H (-2.2845, -1.3298, 0.8913)
N (-2.0001, -0.7847, 0.0711)
N (0.9267, 0.3788, -0.3170)
H (1.0682, 1.2578, 0.1785)
O (-2.1145, 0.7615, 0.1681)

The value obtained for the LUMO energy (spin up / spin down) is -7.1 / -7.1 eV. For the HOMO-LUMO gap (spin up / spin down), the calculation gives 10.50 / 10.50 eV. As for the molar mass: 59.0 g mol⁻¹. Its multiplicity is 1. As for the charge: +1.



Relative to the most stable one, in hartree, the structures come out at #i 0.0000; #ii 0.0185.